<P>
Molecular formula: CH4N2OS
Method: DFT, ωB97M-V/def2-TZVPD

Cartesian coordinates (Å):
S 2.9687 -0.5378 -0.0553
O 3.9362 0.5209 -0.2836
N -0.9650 -0.1966 0.0309
N 0.2375 -0.8055 -0.1468
C 1.3996 0.1072 0.0368
H -1.4367 -0.0008 -0.9041
H 0.3718 -1.6867 0.3207
H -0.8097 0.8103 0.4511
H 1.2131 1.1388 -0.2830

E_LUMO (alpha / beta): -0.29 / -0.29 eV
frontier orbital gap (alpha / beta): 7.909 / 7.910 eV
HOMO (alpha / beta): -8.2 / -8.2 eV
molecular weight: 92.12 Da

=====

<Q>
Molecular formula: CH4N2OS
Method: DFT, ωB97M-V/def2-TZVPD

Cartesian coordinates (Å):
S 0.8828 1.6066 -0.0529
O -1.6574 -0.1471 -0.5669
N -2.8532 -0.1922 0.0018
N 1.7832 0.3947 -0.2502
C 1.8217 -0.8731 -0.2699
H -3.5017 0.5315 -0.2585
H 1.1669 -1.3599 -0.9151
H -3.2314 -1.1079 0.3411
H 2.6635 -1.3713 0.1666

E_LUMO (alpha / beta): -0.15 / 0.11 eV
frontier orbital gap (alpha / beta): 7.975 / 7.734 eV
HOMO (alpha / beta): -8.1 / -7.6 eV
molecular weight: 92.12 Da

=====

Stability check: which of them is least stable? <Q>.

=====

<P>
Molecular formula: CH4N2OS
Method: DFT, ωB97M-V/def2-TZVPD

Cartesian coordinates (Å):
S -2.4553 -0.0798 -0.1452
O 1.7831 -0.8392 -0.0807
N 1.3560 0.4738 -0.3922
N -0.7783 -0.3222 -0.0976
C -0.0100 0.6626 0.0265
H -2.5081 -1.3808 -0.1883
H -0.3203 1.6532 0.3380
H 1.9974 1.0243 0.1811
H 0.9355 -1.1918 0.3584

E_LUMO: 0.68 eV
frontier orbital gap: 9.405 eV
SMILES: ON/C=N/S
HOMO: -8.7 eV
molecular weight: 92.12 Da

=====

<Q>
Molecular formula: CH4N2OS
Method: DFT, ωB97M-V/def2-TZVPD

Cartesian coordinates (Å):
S -0.8110 -1.2719 -1.0054
O 0.4101 1.8437 1.1304
N 1.4758 -0.3224 0.1043
N -0.4964 0.9694 0.5898
C 0.0748 -0.2364 -0.0807
H 1.9018 0.2798 0.8091
H -0.1909 2.1747 1.8262
H 1.8514 -1.3238 0.0419
H -1.1728 1.3595 -0.0078

E_LUMO: 0.62 eV
frontier orbital gap: 9.356 eV
SMILES: NC(=S)NO
HOMO: -8.7 eV
molecular weight: 92.12 Da

=====

Stability check: which of them is least stable? <P>.

=====

<P>
Molecular formula: C14H20N2O3
Method: DFT, ωB97M-V/def2-TZVPD

Cartesian coordinates (Å):
O 5.6289 -1.8276 -0.9485
O 2.9179 -0.7194 -0.7843
O 4.6564 -1.5485 1.1790
N 4.2438 1.0676 0.0731
N 1.7947 1.1310 0.1306
C 0.4613 1.0863 -0.2474
C 5.3454 0.3230 -0.3065
C 5.1062 -1.0974 -0.0087
C -5.6102 -0.7108 -0.0468
C 6.5718 0.7686 0.7494
C -3.7535 0.0921 -0.8323
C 3.0030 0.2441 -0.2425
C -1.2986 -0.4231 -1.2833
C -1.7505 1.4144 -0.1952
C 0.1399 -0.2955 -0.9576
C -4.2242 -0.5709 0.1566
C -2.2232 0.4870 -0.8891
C -0.5357 1.9047 0.0634
C -6.3261 -1.5517 1.2437
H -3.8100 -1.5755 0.3617
H -3.8347 -0.4333 -1.9058
H 0.7996 -0.9902 -1.4130
H -1.5266 -1.2944 -1.7008
H -4.2089 1.0428 -1.1461
H -7.4389 -1.7092 1.2614
H -0.1258 2.6807 0.5687
H -6.2480 0.3530 -0.1135
H 6.1245 0.4381 1.8845
H 5.7166 0.5412 -1.1755
H -5.9028 -2.4685 1.3102
H 2.0308 2.1339 0.4614
H 7.4547 0.4053 0.4736
H -6.1088 -0.9877 2.0728
H 6.6594 1.6361 0.7049
H -2.4758 2.4111 0.2943
H 4.1504 1.9427 0.6251
H -5.8848 -1.3774 -1.1049
H 4.5893 -2.3887 0.7435
H -4.1078 -0.1339 0.9437

E_LUMO: 0.51 eV
frontier orbital gap: 8.594 eV
SMILES: CCCCc1ccc(NC(=O)N[C@@H](C)C(=O)O)cc1
HOMO: -8.1 eV
molecular weight: 264.32 Da

=====

<Q>
Molecular formula: C14H20N2O3
Method: DFT, ωB97M-V/def2-TZVPD

Cartesian coordinates (Å):
O 0.5455 3.1264 -1.1837
O -1.7857 2.0750 0.1130
O 2.6486 2.4909 -0.7667
N 0.0061 0.5205 0.0644
N -1.9391 -1.5162 -0.4580
C -2.4708 -0.1316 -0.7922
C -3.8367 0.0689 -0.1109
C 4.3684 -1.6696 -0.9706
C -1.3938 0.9200 -0.0495
C 1.9864 0.9701 1.5394
C 4.0649 0.2484 0.2723
C 1.3556 2.4708 -0.4534
C -3.8200 -0.3774 1.3561
C 2.4331 -1.4150 0.5237
C 4.9170 -0.4677 -0.5845
C -4.9172 -0.6864 -1.0242
C 0.8756 1.5290 0.6563
C 3.2870 -2.2009 -0.2312
C 2.8689 -0.0796 0.7564
H -3.3612 -1.2875 1.5540
H 3.1118 2.1294 0.0244
H 4.8209 -2.3091 -1.8168
H 2.7139 1.7687 1.7692
H 3.0658 -3.2538 -0.3484
H -1.8395 -2.1854 -1.1862
H -5.7737 -0.1377 -0.8542
H -5.1061 -1.6679 -0.5778
H -4.8217 -0.4435 1.9548
H 0.2633 2.2511 1.1148
H 5.8207 -0.1093 -1.0761
H -3.3918 0.4177 1.9365
H 4.1759 1.3379 0.6163
H 0.4454 -0.0623 -0.5364
H -0.9939 -1.5526 -0.1484
H -3.9152 1.1203 -0.2704
H 1.5040 0.5355 2.4494
H -2.6378 0.0532 -1.8586
H 1.3918 -1.7963 0.7638
H -4.6665 -0.6842 -2.1666

E_LUMO: 0.44 eV
frontier orbital gap: 9.743 eV
SMILES: CC(C)[C@H](N)C(=O)N[C@@H](Cc1ccccc1)C(=O)O
HOMO: -9.3 eV
molecular weight: 264.32 Da

=====

Stability check: which of them is least stable? <P>.

=====

<P>
Molecular formula: C2H6OTl
Method: DFT, ωB97M-V/def2-TZVPD

Cartesian coordinates (Å):
Tl 1.8968 0.9236 0.1842
O -0.0721 0.4552 0.0889
C 0.7230 -0.7781 0.0344
C -1.4707 0.3362 0.0229
H -1.8410 -0.2575 0.8751
H -1.9035 1.3441 0.0567
H 0.4834 -1.3088 -0.9042
H 3.5325 0.8677 -0.3225
H -1.7700 -0.1603 -0.9150
H 0.4216 -1.4223 0.8796

E_LUMO: -6.52 eV
frontier orbital gap: 7.675 eV
net charge: +1
HOMO: -14.2 eV
molecular weight: 250.45 Da

=====

<Q>
Molecular formula: C2H6OTl
Method: DFT, ωB97M-V/def2-TZVPD

Cartesian coordinates (Å):
Tl 1.7439 1.3733 0.2032
O -0.1021 0.5209 0.1741
C -1.4686 0.2372 0.0207
C 0.8552 -0.5756 0.0430
H 0.6861 -1.2729 0.8822
H 0.6769 -1.1067 -0.9083
H 3.0713 0.3161 -0.3551
H -1.6634 -0.2755 -0.9357
H -1.7995 -0.4145 0.8459
H -1.9998 1.1977 0.0298

E_LUMO (alpha / beta): -7.02 / -7.04 eV
frontier orbital gap (alpha / beta): 7.544 / 6.689 eV
net charge: +1
HOMO (alpha / beta): -14.6 / -13.7 eV
molecular weight: 250.45 Da

=====

Stability check: which of them is least stable? <Q>.

=====

<P>
Molecular formula: C5H10N2S
Method: DFT, ωB97M-V/def2-TZVPD

Cartesian coordinates (Å):
S 0.4838 1.7830 0.7655
N -2.7177 0.9874 -1.2076
N -1.7814 1.7038 -0.5661
C 1.6297 -0.8351 0.9152
C -0.7375 1.0329 -0.2225
C 1.1383 -0.8091 -0.5475
C 0.9664 0.2963 1.6988
C -0.3319 -0.4055 -0.7593
H -1.0517 -1.0839 -0.3085
H 1.5719 0.5632 2.5543
H -3.5375 1.4771 -1.4884
H 1.7859 -0.0767 -1.0731
H -2.5196 0.0931 -1.6252
H -0.4967 -0.3169 -1.8541
H 0.0748 -0.0267 2.2479
H 1.2618 -1.8393 -0.9397
H 2.7870 -0.7572 0.9428
H 1.4744 -1.7863 1.4675

E_LUMO: 0.90 eV
frontier orbital gap: 8.553 eV
SMILES: N/N=C1\CCCCS1
HOMO: -7.7 eV
molecular weight: 130.22 Da

=====

<Q>
Molecular formula: C5H10N2S
Method: DFT, ωB97M-V/def2-TZVPD

Cartesian coordinates (Å):
S -0.8271 1.8563 1.6451
N 3.0841 -1.2190 -0.9159
N 0.6987 -0.8053 -0.7283
C -0.4929 1.5579 -0.1344
C -1.9003 -0.4998 -0.2641
C -0.4253 -0.1203 -0.0106
C 1.9161 -0.3224 -0.7115
C -0.2410 -0.0900 1.5875
H -2.1117 -0.0469 -1.2920
H 0.4051 -2.3808 -0.9880
H -2.6316 0.1220 0.1130
H -2.3043 -1.6141 -0.3831
H 1.8065 0.7352 -0.1858
H 0.8176 0.0603 1.8818
H 0.5930 1.9511 -0.4200
H -0.9102 -0.5950 2.2311
H 3.8505 -0.5852 -0.7090
H -1.3273 1.9960 -0.7157

E_LUMO: -0.80 eV
frontier orbital gap: 7.653 eV
HOMO: -8.5 eV
molecular weight: 130.22 Da

=====

<R>
Molecular formula: C5H10N2S
Method: DFT, ωB97M-V/def2-TZVPD

Cartesian coordinates (Å):
S 2.5171 -0.1672 -0.1732
N 1.8643 1.2222 -0.8934
N -0.5354 1.0607 -0.7264
C -0.8879 -1.9114 -0.5577
C -0.6640 0.3881 0.5078
C -0.2272 0.9164 1.6631
C -1.4669 -0.8994 0.4289
C 0.5455 1.4703 -1.2332
H -1.5257 -2.7952 -0.5883
H 0.1332 -2.2084 -0.2611
H -0.8364 -1.4860 -1.5731
H -1.5600 -1.3368 1.4400
H 2.5466 1.7846 -1.3965
H -0.4576 0.4280 2.6051
H 0.4730 2.1543 -2.0798
H 2.2763 0.1492 1.1074
H -2.4726 -0.6448 0.0697
H 0.2778 1.8753 1.6608

E_LUMO: 0.66 eV
frontier orbital gap: 8.962 eV
SMILES: C=C(CC)/N=C\NS
HOMO: -8.3 eV
molecular weight: 130.22 Da

=====

<S>
Molecular formula: C5H10N2S
Method: DFT, ωB97M-V/def2-TZVPD

Cartesian coordinates (Å):
S 0.9764 0.3024 1.7437
N 0.9192 -0.9425 0.6203
N 0.5494 1.5799 0.6885
C -1.9259 1.0207 0.7584
C -0.3588 -0.4073 -0.3999
C 2.1275 -1.1706 -0.1730
C -0.6142 1.0765 -0.0825
C -0.8900 -1.2301 -1.1916
H 2.7486 -1.7890 0.5618
H 2.7059 -0.2475 -0.4666
H -1.8055 -0.9029 -1.6442
H -0.5502 -2.1858 -1.3119
H 2.0618 -1.9642 -1.1082
H 1.4066 1.9851 0.1828
H -1.8431 1.3075 1.8790
H -2.4320 0.1240 0.5514
H -0.5387 1.5999 -1.0316
H -2.5371 1.8438 0.4236

E_LUMO: 0.87 eV
frontier orbital gap: 9.282 eV
SMILES: C=C1[C@@H](C)NSN1C
HOMO: -8.4 eV
molecular weight: 130.22 Da

=====

Stability check: which of them is least stable? <Q>.

=====

<P>
Molecular formula: C5H10N2S
Method: DFT, ωB97M-V/def2-TZVPD

Cartesian coordinates (Å):
S -1.2214 -0.4341 2.0932
N 2.4127 -0.6830 0.1376
N -1.9402 -0.1589 0.5615
C 0.2371 0.1977 -0.5222
C -1.2176 0.2289 -0.4892
C -2.1368 0.6328 -1.6225
C 1.0682 -0.7703 0.4237
C 0.5349 -0.2158 1.8124
H 0.9042 -0.9321 2.5127
H -1.4085 1.2825 -2.2635
H 0.7229 -1.7026 0.0998
H 2.9172 -1.1568 0.8932
H -3.0272 1.3388 -1.2148
H -2.6156 -0.2376 -2.4597
H 2.7456 0.4364 -0.0432
H 0.8110 0.8584 1.9320
H 0.7678 1.2793 -0.2389
H 0.4458 0.0362 -1.6121

E_LUMO: 0.74 eV
frontier orbital gap: 8.820 eV
SMILES: CC1=NSC[C@H](N)C1
HOMO: -8.1 eV
molecular weight: 130.22 Da

=====

<Q>
Molecular formula: C5H10N2S
Method: DFT, ωB97M-V/def2-TZVPD

Cartesian coordinates (Å):
S -3.2953 -0.2120 -0.3305
N -2.2624 1.1198 -0.6060
N -0.3229 -1.2157 -0.5169
C -0.1983 -0.0345 1.6028
C 1.3751 0.5912 -0.2037
C -0.0245 0.0761 0.0708
C -1.0095 1.1456 -0.4287
C 2.3154 -0.0557 -0.9124
H -2.4074 -1.2102 -0.1601
H 2.1283 -1.0265 -1.3365
H 0.5005 -0.7806 2.0077
H 0.0177 0.9466 2.1219
H 0.3163 -1.9117 -0.1826
H -0.5848 2.1244 -0.6660
H -1.2371 -0.3163 1.8915
H 3.3145 0.3884 -1.0546
H -0.2246 -1.1943 -1.5303
H 1.5991 1.5652 0.2335

E_LUMO: 0.78 eV
frontier orbital gap: 9.506 eV
SMILES: C=C[C@](C)(N)/C=N\S
HOMO: -8.7 eV
molecular weight: 130.22 Da

=====

<R>
Molecular formula: C5H10N2S
Method: DFT, ωB97M-V/def2-TZVPD

Cartesian coordinates (Å):
S -0.8681 0.3087 2.5658
N 0.9614 0.2477 0.5787
N 2.3459 0.2230 0.2812
C 0.6009 0.2561 1.8488
C -2.0064 -0.6015 -2.4118
C 0.3994 -0.2399 -1.7656
C -0.5463 -0.4121 -2.9319
C 0.0608 0.0306 -0.5141
H 1.4844 0.3098 2.4819
H -0.5143 0.4785 -3.5755
H -1.9587 -1.4722 -1.6974
H -0.3628 -1.3473 -3.5671
H 2.8193 1.0886 0.5549
H 2.7406 -0.6157 0.6783
H 1.5004 -0.3085 -1.9932
H -0.9553 -0.0376 -0.2124
H -2.6679 -0.8787 -3.2326
H -2.3975 0.3505 -1.8612

E_LUMO: 0.55 eV
frontier orbital gap: 8.937 eV
SMILES: CC/C=C/N(N)C=S
HOMO: -8.4 eV
molecular weight: 130.22 Da

=====

Stability check: which of them is least stable? <P>.